# 1
Entry from the OMol25 dataset: 11 unconnected molecules or ions with the total composition C37H83N4O28P7 in a non-equilibrium geometry (ωB97M-V with the def2-TZVPD basis set).

CARTESIAN COORDINATES (ANGSTROEM)
H -2.296 -8.788 0.965
C -8.154 3.031 0.042
C -2.123 -2.062 -0.522
H 2.963 -1.529 -2.355
H -1.115 -1.973 2.316
H 1.008 1.455 -3.611
C -5.199 2.205 5.696
C 0.011 -2.080 5.312
H -0.994 -1.452 -3.910
C -1.529 1.474 -0.846
H 4.967 7.803 0.645
H 2.308 1.461 -1.482
H 6.296 0.579 4.113
C -3.040 7.043 -0.338
O 6.710 3.835 1.694
H -2.778 4.114 -1.802
H -5.471 -0.672 -2.291
H -8.580 2.218 0.627
H -3.044 4.208 2.054
H -2.117 -3.143 -0.644
C -1.867 -8.083 1.683
H -0.068 -6.096 4.392
O -0.969 -1.473 -1.090
N 4.992 -0.012 2.499
H -5.947 -7.410 2.550
H -4.157 0.409 -1.751
O 4.840 -0.837 -1.941
H 7.551 5.177 -2.002
O 6.110 -2.664 -0.736
H 4.241 -2.842 -2.287
H 2.586 3.535 -3.044
C -3.595 6.026 -1.152
O 7.095 -1.613 -2.739
C 0.838 2.448 -3.992
O -0.414 -5.502 -4.091
N -0.945 -2.059 3.299
H -1.029 2.438 -0.900
H 5.986 -2.879 1.368
P -6.506 2.633 -1.952
P -4.643 1.780 3.163
C -0.732 -5.322 4.008
H 3.998 -1.677 -3.627
O 4.960 5.765 1.375
H -2.593 1.577 -0.656
H -4.637 4.923 1.735
H 5.063 0.752 1.849
O -5.816 1.152 2.540
O -8.000 2.656 -1.326
H -4.905 0.772 -3.242
O -2.211 -6.763 1.312
H 2.147 1.233 0.269
C 0.058 -6.021 -5.347
H -5.334 1.848 6.712
C 4.158 -1.065 2.296
H -2.424 -1.859 0.508
H 3.473 -1.041 1.462
H 3.824 -2.939 3.346
C 4.313 -1.979 3.319
H -2.200 2.592 3.844
H 1.742 5.532 -4.258
H -8.736 1.921 -4.122
C 1.682 3.531 -3.632
O -5.619 3.746 -1.593
H 1.132 -2.195 3.304
H 8.599 -2.643 -1.696
O -4.281 -6.138 2.538
C 4.541 6.806 0.515
H -6.229 2.382 5.360
C 6.713 -2.935 0.561
C -5.125 0.356 -2.255
C 0.275 -2.109 3.951
H 9.095 -1.358 -2.887
H -8.020 0.803 -3.074
O -2.626 -4.261 1.886
H -7.418 0.931 -4.826
C -0.072 3.026 -4.929
O -3.226 1.299 2.553
C 8.402 -2.176 -2.657
H 3.170 0.145 -0.656
O 0.568 -1.248 1.047
C -4.094 3.986 1.869
C 7.957 5.186 -0.985
H 8.884 5.750 -1.074
P -2.781 -5.629 2.292
H -4.823 3.233 5.672
P -0.006 -0.602 -0.150
H -1.349 0.951 -1.787
H 5.371 -1.625 5.285
H 8.183 4.152 -0.709
H -0.793 -8.232 1.564
H -2.954 -1.655 -1.113
C -2.595 5.030 -1.260
C -1.457 5.397 -0.591
H 6.472 2.546 -0.728
H -4.659 5.881 -1.226
C -1.362 -1.819 5.465
C 5.576 -0.124 3.735
H 4.690 6.572 -0.543
C 2.244 0.716 -0.687
O -4.638 3.383 3.042
H 4.930 2.093 -0.972
C -4.862 -7.434 2.515
H -0.933 -4.563 4.763
H -4.377 -7.907 1.662
C 5.558 2.966 -1.163
O 6.974 -0.141 -0.634
O -1.946 -5.953 3.621
C 5.049 -1.290 4.311
O -6.878 2.459 -3.512
C -7.772 1.434 -3.932
H -0.887 2.607 -5.497
C 4.001 -1.814 -2.539
O -6.018 1.194 -1.542
H -1.742 -2.786 -3.449
H 7.615 -2.345 0.698
O 1.169 -0.098 -1.132
H -7.249 3.486 0.444
O 5.114 4.010 -0.287
H 0.990 -5.365 -0.506
O -0.284 -4.392 -1.804
H -3.344 8.016 0.005
C 0.375 -4.462 -0.565
H 0.963 -3.564 -0.378
H 8.563 -2.800 -3.537
O 1.865 -4.949 -3.001
N -1.775 6.622 -0.065
H -2.937 -1.754 3.885
H -4.259 3.507 0.902
C -2.033 1.713 3.211
H -8.912 3.824 0.027
O -0.913 0.676 0.192
P 0.474 -4.528 -3.213
N 1.320 4.624 -4.320
H -0.197 -4.619 0.355
H -1.135 7.038 0.592
H -1.780 -1.701 6.453
H 0.753 -5.340 -5.839
C -1.918 -1.869 4.222
H -1.375 2.082 2.424
H -4.619 -8.070 3.375
H 6.959 -3.994 0.436
H -0.792 -6.226 -5.990
H -1.361 -2.847 -5.135
O 0.286 -3.063 -3.855
H -0.208 -4.857 3.171
P 6.044 4.733 0.765
H -1.548 0.997 3.873
H 3.457 6.888 0.637
H -0.368 5.191 -5.482
C -0.962 -2.509 -4.182
H 0.825 -2.083 6.019
O 7.085 5.716 -0.011
H 0.585 -6.927 -5.045
H -0.509 4.966 -0.322
O -4.422 1.502 4.731
C 0.143 4.385 -4.985
H -2.242 -8.356 2.667
H 5.650 3.279 -2.197
P 6.313 -1.214 -1.385

As for the spin multiplicity: 1. The total energy comes out at -168039.5157 eV. Its structure (SMILES) is COP(=O)(OC)OC.COP(=O)(OC)OC.COP(=O)(OC)OC.COP(=O)(OC)OC.COP(=O)(OC)OC.COP(=O)(OC)OC.COP(=O)(OC)OC.c1cc[nH]c1.c1cc[nH]c1.c1cc[nH]c1.c1cc[nH]c1. For the LUMO energy, the calculation gives 0.287 eV. The HOMO energy is -7.45 eV. As for the HOMO-LUMO gap: 7.741 eV. The charge is 0.

# 2
Entry from the OMol25 dataset: 6 unconnected molecules or ions with the total composition C37H87BrNO11PS2Si in a non-equilibrium geometry (ωB97M-V with the def2-TZVPD basis set).

CARTESIAN COORDINATES (ANGSTROEM)
H -5.162 -1.149 -1.322
H -10.635 0.437 3.421
H -1.035 -1.892 0.037
H -3.044 -5.341 -2.394
H -2.361 0.031 2.433
H 5.741 5.189 3.983
H 7.714 6.617 -1.672
H -6.191 -0.229 1.140
O 7.027 1.383 -2.561
H -1.068 -0.641 1.744
H 8.984 7.135 -0.566
O -4.099 0.815 -1.866
C 6.212 6.837 5.922
H 0.719 -4.873 -1.352
H -10.292 -0.698 4.724
H 7.009 -4.377 -2.268
C 7.993 6.675 -0.619
H -8.526 1.652 3.888
C -8.659 0.638 4.267
C -1.926 -0.746 -2.295
H -3.360 -1.623 -4.380
O 8.924 4.445 -0.719
H -3.981 -3.506 -1.380
C 8.405 5.348 1.473
H 3.446 7.017 3.847
H -8.372 1.171 6.351
H 6.843 3.557 -4.095
H 4.437 -1.094 -3.297
H 5.698 7.997 4.189
C -5.153 0.108 1.123
C -8.456 -2.123 -1.862
H -5.950 1.147 2.817
C 0.328 0.178 -1.128
C 5.454 -1.376 -3.020
H -1.379 -3.662 3.118
O 5.930 6.070 3.644
H -4.262 -1.559 2.054
C 5.467 7.017 4.608
H -0.626 -4.633 -4.374
H 7.284 7.325 -0.105
C -2.778 -0.896 0.680
H -4.410 0.394 3.168
H -1.808 -3.388 -4.639
H 10.075 1.612 -3.980
H -3.200 -5.278 2.657
H 3.587 7.625 5.505
H -1.236 -1.152 -4.707
H -10.629 0.999 5.100
H 7.638 1.235 -4.481
O -4.320 2.184 2.149
S -2.745 1.102 -4.905
C -2.034 -6.710 1.524
H 0.653 -3.342 -0.475
C 7.946 1.772 -3.582
H 9.659 1.851 -2.273
O -2.615 0.423 0.071
H -3.608 -3.158 -3.020
C -2.044 -5.284 -1.974
H -8.999 -1.180 -1.849
H -2.775 -6.572 0.740
H -2.230 -7.690 1.959
H -8.203 -2.379 -0.831
H 9.404 0.277 -3.027
O -1.920 1.850 -1.713
H 1.265 -3.405 -2.109
H -6.886 0.724 5.498
C -10.143 0.331 4.388
S -2.729 0.699 -1.485
Si -1.176 -3.630 -2.237
C -3.720 -2.681 -2.041
Br 1.901 -0.938 -0.670
H -5.719 3.486 2.952
H -5.987 -3.440 -3.101
C -5.237 3.239 2.001
C -0.414 -0.365 -2.367
H -0.078 -2.946 -4.417
H -9.111 -2.889 -2.283
C 3.964 6.886 4.797
H 6.135 -1.042 -3.803
C -6.182 -2.724 -2.293
H -2.975 -4.074 0.154
C -2.111 -2.045 -0.086
H -1.034 -6.744 1.098
H 8.536 3.587 -4.616
C -4.966 -1.806 -2.159
O -7.309 -1.957 -2.667
H -8.153 -1.126 3.598
H 9.409 5.768 1.590
H 7.679 -3.019 -3.188
O -1.160 -3.931 1.093
H -6.003 3.006 1.256
H -8.033 -0.526 5.976
H -4.699 4.121 1.661
H -2.010 -5.606 -0.936
H -6.356 -3.284 -1.370
H -0.246 0.180 -0.213
C -0.882 -3.606 -4.108
C -4.269 -1.132 1.051
H 7.252 -2.818 -1.482
C -7.948 0.499 5.605
H 0.466 2.074 -2.199
H -5.045 0.771 0.269
H 8.122 3.809 -2.909
H 5.704 -0.837 -2.105
H 9.804 4.828 -0.650
H 7.282 1.847 -1.756
H -4.999 -1.169 -3.041
C 6.958 -3.298 -2.419
C 5.548 -2.878 -2.806
O -8.054 -0.217 3.296
H -1.915 -6.070 3.561
C 0.502 -3.807 -1.441
H -4.710 -1.917 0.440
C -2.168 -5.623 2.598
H 7.703 5.960 2.040
C -2.391 -3.331 0.701
C 8.021 5.289 0.005
C -4.961 0.941 2.403
H -2.938 -3.113 1.614
H 4.855 -2.848 -0.985
H 7.287 6.935 5.770
H -1.433 -5.994 -2.537
H 1.970 1.608 -1.437
H 6.025 5.840 6.331
H 7.039 4.825 -0.097
H 5.896 7.575 6.661
H 0.174 -1.141 -2.855
H -0.192 -4.840 2.593
C 9.358 1.353 -3.199
H 5.251 -3.399 -3.718
H 3.714 5.890 5.174
P -2.399 -0.640 -4.134
O 4.618 -3.294 -1.804
N -2.051 -0.802 1.942
H 0.595 2.227 -0.473
C -1.200 -4.470 2.401
C 0.893 1.609 -1.316
H 8.419 4.347 1.906
H -0.376 0.470 -3.070
C 7.859 3.269 -3.821
C -2.317 -2.131 -1.628

As for the spin multiplicity: 1. The total energy comes out at -172670.2081 eV. Its structure (SMILES) is CCCOC[C@H]1[C@](CCCOC)([Si](C)(C)C)[C@@](C[C@H](C)Br)([PH2]=S)S(=O)(=O)O[C@@]1(N)CCCOC.CC(C)O.CC(C)O.CC(C)O.CC(C)O.CC(C)O. For the LUMO energy, the calculation gives 0.416 eV. The HOMO energy is -8.41 eV. As for the HOMO-LUMO gap: 8.828 eV. The charge is 0.